{
  "formula": "C7H12N6",
  "method": "the ωB97M-V functional and the def2-TZVPD basis",
  "species": ["C", "C", "C", "C", "C", "C", "C", "N", "N", "N", "N", "N", "N", "H", "H", "H", "H", "H", "H", "H", "H", "H", "H", "H", "H"],
  "coordinates": [[-3.469, 2.107, -0.947], [-2.592, 2.322, -1.993], [-2.361, 0.165, -0.356], [-1.201, 0.647, -1.150], [2.239, 0.081, 0.981], [-2.172, -1.284, 0.143], [0.352, -0.977, -0.318], [-3.410, 0.958, -0.237], [-1.408, 1.709, -1.972], [-0.037, 0.015, -1.210], [2.078, 0.985, 1.943], [3.434, -0.318, 0.646], [-0.714, -1.236, 0.708], [-4.219, 2.791, -0.662], [-2.920, 3.069, -2.669], [-2.932, -1.601, 0.835], [-2.345, -1.944, -0.827], [0.701, -1.921, -0.777], [0.610, 0.320, -1.898], [1.174, 1.426, 2.310], [2.857, 1.570, 2.327], [3.819, -1.075, 0.069], [4.175, 0.132, 1.175], [-0.776, -0.441, 1.436], [-0.485, -2.059, 1.223]],
  "mulliken_charge": [-0.22, -0.29, 0.44, 0.51, 0.50, -0.61, -0.59, -0.54, -0.55, 0.11, -0.38, -0.32, -0.11, 0.49, 0.42, 0.39, 0.31, 0.38, 0.30, 0.24, 0.24, 0.25, 0.20, 0.42, 0.41],
  "total_charge": 2,
  "e_lumo_ev": -9.35,
  "relative_energy_kj_mol": 237.2,
  "spin_multiplicity": 1,
  "fmax_ha_per_bohr": 0.1306,
  "homo_lumo_gap_ha": 0.235,
  "molar_mass_g_mol": 180.2
}